No. 1
Molecular formula: C7H15ClLiNO5
Method: DFT, the ωB97M-V functional and the def2-TZVPD basis

```
30
Properties=species:S:1:pos:R:3
Li -0.93 -2.91 4.19
Cl -0.57 -6.64 4.06
C -1.71 0.67 6.10
O -0.58 0.47 5.67
O -2.07 1.65 6.77
O -2.59 -0.11 5.76
C 2.25 2.87 -2.45
O 1.78 1.54 -2.13
C 2.39 0.86 -0.98
C 1.67 -0.52 -0.82
N 0.38 -0.52 -0.13
C -0.55 0.45 -0.70
C -1.26 0.01 -2.11
O -2.49 -0.75 -1.94
C -2.31 -2.01 -1.38
H 3.33 2.84 -2.63
H 1.98 3.53 -1.63
H 1.72 3.25 -3.31
H 2.28 1.56 -0.15
H 3.45 0.77 -1.19
H 2.27 -1.25 -0.29
H 1.58 -1.03 -1.78
H 0.56 -0.11 0.78
H -0.12 1.45 -0.79
H -1.32 0.63 0.04
H -0.58 -0.56 -2.74
H -1.58 0.95 -2.55
H -1.81 -2.74 -2.02
H -3.31 -2.41 -1.26
H -1.83 -1.97 -0.40
```

Properties
HOMO energy in eV: 1.422
Energy in eV: -31954.01443
Relative energy (zero: lowest compared OMol25 entry of this formula, charge and spin) in eV: 4.6609
Net charge: -2
Max |F| in eV/Å: 7.38
Gap between HOMO and LUMO in Eh: 0.08063
2S+1: 1


No. 2
Molecular formula: C7H15ClLiNO5
Method: DFT, the ωB97M-V functional and the def2-TZVPD basis

```
30
Properties=species:S:1:pos:R:3
Li 0.20 -1.24 3.03
Cl 1.08 -2.35 4.84
C -0.58 1.07 2.59
O -0.61 2.27 3.03
O 0.55 0.57 2.13
O -1.48 0.18 2.87
C 0.60 3.53 -1.55
O 0.87 2.54 -2.54
C -0.20 1.62 -2.75
C -0.24 0.56 -1.69
N 0.86 -0.42 -1.80
C 1.07 -1.14 -0.54
C -0.20 -1.79 -0.01
O 0.11 -2.44 1.18
C -1.02 -3.01 1.81
H -0.09 4.28 -1.96
H 1.58 3.96 -1.35
H 0.18 3.13 -0.62
H -0.03 1.16 -3.73
H -1.09 2.24 -2.91
H -1.15 -0.04 -1.77
H -0.13 1.06 -0.72
H 1.75 -0.05 -2.10
H 1.55 -0.54 0.23
H 1.84 -1.88 -0.82
H -0.46 -2.56 -0.77
H -1.02 -1.08 0.11
H -0.81 -3.72 2.61
H -1.48 -3.73 1.10
H -1.67 -2.16 2.05
```

Properties
HOMO energy in eV: 0.479
Energy in eV: -31958.67533
Relative energy (zero: lowest compared OMol25 entry of this formula, charge and spin) in eV: 0.0000
Net charge: -2
Max |F| in eV/Å: 2.97
Gap between HOMO and LUMO in Eh: 0.16544
2S+1: 1


Look up the gap between HOMO and LUMO of the first one. 0.08063 Eh


Copy entry 2 word for word.
Molecular formula: C7H15ClLiNO5
Method: DFT, the ωB97M-V functional and the def2-TZVPD basis

```
30
Properties=species:S:1:pos:R:3
Li 0.20 -1.24 3.03
Cl 1.08 -2.35 4.84
C -0.58 1.07 2.59
O -0.61 2.27 3.03
O 0.55 0.57 2.13
O -1.48 0.18 2.87
C 0.60 3.53 -1.55
O 0.87 2.54 -2.54
C -0.20 1.62 -2.75
C -0.24 0.56 -1.69
N 0.86 -0.42 -1.80
C 1.07 -1.14 -0.54
C -0.20 -1.79 -0.01
O 0.11 -2.44 1.18
C -1.02 -3.01 1.81
H -0.09 4.28 -1.96
H 1.58 3.96 -1.35
H 0.18 3.13 -0.62
H -0.03 1.16 -3.73
H -1.09 2.24 -2.91
H -1.15 -0.04 -1.77
H -0.13 1.06 -0.72
H 1.75 -0.05 -2.10
H 1.55 -0.54 0.23
H 1.84 -1.88 -0.82
H -0.46 -2.56 -0.77
H -1.02 -1.08 0.11
H -0.81 -3.72 2.61
H -1.48 -3.73 1.10
H -1.67 -2.16 2.05
```

Properties
HOMO energy in eV: 0.479
Energy in eV: -31958.67533
Relative energy (zero: lowest compared OMol25 entry of this formula, charge and spin) in eV: 0.0000
Net charge: -2
Max |F| in eV/Å: 2.97
Gap between HOMO and LUMO in Eh: 0.16544
2S+1: 1